Record 1
Molecular formula: C20H39BrIN5O8P
Method: DFT, the ωB97M-V functional and the def2-TZVPD basis

Each line ends with the Löwdin charge.
CARTESIAN COORDINATES (ANGSTROEM)
I 0.95 -6.25 3.01  0.82
Br -4.09 0.25 -1.28  0.35
P -3.92 0.42 0.92  0.60
O 3.12 -2.22 -2.31  0.13
O -7.78 5.20 -1.61  0.04
O -7.39 4.30 0.31  0.01
O -5.83 5.67 -0.56  0.11
O 1.85 -0.36 -2.40  -0.02
O 6.13 -2.79 1.71  0.13
O -3.81 2.02 1.10  -0.37
O 3.88 -0.25 -3.12  0.04
N 4.70 -1.14 2.29  -0.11
N -2.17 0.09 1.08  -0.19
N -0.18 -0.93 1.11  0.23
N -1.17 1.00 1.34  0.13
N -2.06 -2.25 0.65  0.10
C 5.06 -2.51 2.13  -0.51
C 4.02 -3.57 2.44  -0.01
C 2.30 0.89 0.47  -0.16
C 5.16 -0.85 -3.43  -0.19
C -6.90 5.12 -0.62  -0.61
C 5.10 -1.65 -4.71  -0.06
C 0.00 0.36 1.36  -0.25
C 0.77 -1.14 -1.89  -0.07
C -1.49 -1.09 0.94  -0.39
C -1.05 -4.27 1.78  -0.27
C 3.77 0.80 0.89  -0.15
C 2.98 -1.06 -2.59  -0.62
C 0.43 -4.38 2.16  -0.71
C -1.27 -3.47 0.47  -0.15
C -6.43 5.32 -3.64  -0.06
C -7.40 6.03 -2.73  -0.20
C 3.67 -0.92 3.30  -0.09
C 4.37 -0.62 0.95  -0.15
C 1.29 1.04 1.64  -0.08
C -6.54 4.15 1.45  -0.04
H -0.02 -0.43 -1.64  0.09
H 2.15 1.73 -0.21  0.13
H 0.71 -3.62 2.90  0.03
H -3.06 -2.30 0.51  0.13
H -3.27 2.46 0.42  0.06
H -0.31 -3.18 0.03  0.10
H 4.44 -2.51 -4.61  0.08
H -5.48 5.13 -3.14  0.07
H 1.09 2.10 1.80  0.13
H 3.95 1.34 1.83  0.11
H 5.84 -0.01 -3.52  0.13
H -6.99 6.97 -2.35  0.13
H -1.79 -4.07 -0.27  0.13
H 4.35 1.35 0.14  0.12
H 3.01 -3.24 2.18  0.05
H 1.08 -4.25 1.30  0.03
H 1.08 -1.69 -1.00  0.06
H 3.96 -1.44 4.22  0.10
H 4.03 -3.81 3.51  0.10
H 4.74 -1.03 -5.53  0.09
H 1.69 0.64 2.57  0.10
H -1.35 1.97 1.54  0.17
H 2.04 -0.02 -0.09  0.07
H 5.31 -0.60 0.40  0.12
H 0.41 -1.85 -2.64  0.11
H -7.10 3.54 2.16  0.10
H 2.67 -1.26 3.01  0.08
H 3.71 -1.33 0.41  0.12
H 3.62 0.14 3.55  0.08
H -6.23 5.94 -4.52  0.08
H 5.48 -1.46 -2.59  0.12
H -6.85 4.37 -3.98  0.08
H -5.63 3.64 1.16  0.06
H -8.34 6.24 -3.23  0.13
H 4.28 -4.47 1.88  0.09
H 6.10 -2.01 -4.96  0.09
H -1.48 -5.26 1.65  0.08
H -1.60 -3.79 2.59  0.11
H -6.31 5.11 1.90  0.10

Properties
largest force on an atom = 0.0272 hartree/bohr
HOMO = -11.29 eV
net charge = +1

---

Record 2
Molecular formula: C5H5NO
Method: DFT, the ωB97M-V functional and the def2-TZVPD basis

Each line ends with the natural charge from an NBO analysis.
CARTESIAN COORDINATES (ANGSTROEM)
O -1.92 0.31 0.61  -0.70
N 2.42 -1.63 0.19  -0.29
C 0.69 1.84 0.11  0.25
C 1.47 -1.04 -0.10  0.27
C 0.22 -0.34 -0.41  -0.35
C 0.48 1.10 -0.93  -0.56
C -0.79 -0.49 0.77  -0.05
H -0.29 -0.33 1.73  0.18
H -1.64 1.23 0.76  0.48
H -0.24 -0.83 -1.28  0.27
H -1.14 -1.53 0.75  0.20
H 0.43 1.32 -2.00  0.29

Properties
largest force on an atom = 0.0219 hartree/bohr
HOMO = -11.13 eV

---

Record 3
Molecular formula: C17H43FNO9PS
Method: DFT, the ωB97M-V functional and the def2-TZVPD basis

Each line ends with the Löwdin charge.
CARTESIAN COORDINATES (ANGSTROEM)
S 0.39 2.23 0.91  0.59
P 0.50 -0.53 0.17  0.69
F -0.02 1.80 2.36  -0.11
O -0.25 6.25 2.12  -0.06
O -0.68 1.18 -5.53  -0.09
O 0.49 -0.85 1.61  -0.41
O -0.38 3.39 0.59  -0.25
O -3.35 1.72 -0.34  -0.03
O 3.05 -4.16 3.74  -0.07
O -5.34 1.85 0.63  0.12
O 2.23 -5.63 0.11  -0.06
O 1.78 2.56 0.85  -0.24
N -0.05 1.07 -0.24  -0.33
C -1.86 1.90 -7.51  -0.06
C -2.49 6.89 2.73  -0.06
C 2.21 -1.91 3.91  -0.07
C 2.58 -7.01 0.25  -0.50
C -0.88 6.02 4.44  -0.06
C -1.98 0.93 -2.26  -0.15
C 0.51 1.46 -1.58  -0.22
C -2.81 2.11 -1.62  -0.16
C -1.04 6.83 3.16  -0.50
C 3.03 -3.14 5.93  -0.07
C 3.91 -7.13 0.98  -0.06
C -4.71 1.71 -0.34  -0.39
C 2.33 -3.26 4.59  -0.49
C -1.47 -0.54 -7.03  -0.06
C -0.58 1.44 -2.72  -0.17
C 1.47 -7.74 0.99  -0.07
C -1.74 0.84 -6.43  -0.49
H 1.64 -1.20 4.52  0.09
H 1.77 -0.84 -0.41  0.04
H 2.49 -2.48 6.61  0.08
H 4.05 -2.76 5.80  0.08
H 1.71 -2.01 2.94  0.04
H -0.20 0.89 -3.61  0.09
H 1.33 -7.32 1.99  0.08
H 1.33 -3.69 4.73  0.14
H -0.92 1.97 -8.08  0.08
H -1.21 4.99 4.28  0.08
H -2.53 0.57 -3.15  0.11
H -3.65 2.37 -2.30  0.11
H 1.71 -8.81 1.09  0.08
H -1.45 6.45 5.26  0.08
H -0.58 5.35 1.97  0.05
H 1.34 0.79 -1.89  0.10
H -2.66 0.81 -5.84  0.13
H -2.88 5.89 2.52  0.08
H 3.93 -3.79 3.61  0.09
H 3.12 -4.12 6.41  0.08
H -0.53 -0.54 -7.58  0.08
H 4.69 -6.58 0.44  0.08
H 2.14 -5.26 1.00  0.08
H -2.59 7.47 1.81  0.08
H -1.38 -1.29 -6.24  0.08
H 4.22 -8.17 1.09  0.08
H 0.53 -7.64 0.46  0.08
H 0.17 5.97 4.73  0.08
H 0.14 1.21 -6.04  0.10
H -0.41 -1.41 -0.48  0.04
H 2.68 -7.42 -0.76  0.14
H 3.20 -1.48 3.71  0.09
H -0.66 7.84 3.32  0.14
H -5.28 1.53 -1.28  0.15
H -1.95 0.09 -1.55  0.09
H -2.67 1.67 -8.20  0.08
H -3.12 7.35 3.50  0.08
H 3.84 -6.68 1.98  0.08
H -0.72 2.49 -3.04  0.11
H -2.14 2.97 -1.49  0.12
H -2.27 -0.84 -7.70  0.08
H 0.96 2.47 -1.54  0.12
H -2.04 2.88 -7.07  0.08

Properties
largest force on an atom = 0.0767 hartree/bohr
HOMO = -9.71 eV

---

Please write out number 1 again, unchanged.
Molecular formula: C20H39BrIN5O8P
Method: DFT, the ωB97M-V functional and the def2-TZVPD basis

Each line ends with the Löwdin charge.
CARTESIAN COORDINATES (ANGSTROEM)
I 0.95 -6.25 3.01  0.82
Br -4.09 0.25 -1.28  0.35
P -3.92 0.42 0.92  0.60
O 3.12 -2.22 -2.31  0.13
O -7.78 5.20 -1.61  0.04
O -7.39 4.30 0.31  0.01
O -5.83 5.67 -0.56  0.11
O 1.85 -0.36 -2.40  -0.02
O 6.13 -2.79 1.71  0.13
O -3.81 2.02 1.10  -0.37
O 3.88 -0.25 -3.12  0.04
N 4.70 -1.14 2.29  -0.11
N -2.17 0.09 1.08  -0.19
N -0.18 -0.93 1.11  0.23
N -1.17 1.00 1.34  0.13
N -2.06 -2.25 0.65  0.10
C 5.06 -2.51 2.13  -0.51
C 4.02 -3.57 2.44  -0.01
C 2.30 0.89 0.47  -0.16
C 5.16 -0.85 -3.43  -0.19
C -6.90 5.12 -0.62  -0.61
C 5.10 -1.65 -4.71  -0.06
C 0.00 0.36 1.36  -0.25
C 0.77 -1.14 -1.89  -0.07
C -1.49 -1.09 0.94  -0.39
C -1.05 -4.27 1.78  -0.27
C 3.77 0.80 0.89  -0.15
C 2.98 -1.06 -2.59  -0.62
C 0.43 -4.38 2.16  -0.71
C -1.27 -3.47 0.47  -0.15
C -6.43 5.32 -3.64  -0.06
C -7.40 6.03 -2.73  -0.20
C 3.67 -0.92 3.30  -0.09
C 4.37 -0.62 0.95  -0.15
C 1.29 1.04 1.64  -0.08
C -6.54 4.15 1.45  -0.04
H -0.02 -0.43 -1.64  0.09
H 2.15 1.73 -0.21  0.13
H 0.71 -3.62 2.90  0.03
H -3.06 -2.30 0.51  0.13
H -3.27 2.46 0.42  0.06
H -0.31 -3.18 0.03  0.10
H 4.44 -2.51 -4.61  0.08
H -5.48 5.13 -3.14  0.07
H 1.09 2.10 1.80  0.13
H 3.95 1.34 1.83  0.11
H 5.84 -0.01 -3.52  0.13
H -6.99 6.97 -2.35  0.13
H -1.79 -4.07 -0.27  0.13
H 4.35 1.35 0.14  0.12
H 3.01 -3.24 2.18  0.05
H 1.08 -4.25 1.30  0.03
H 1.08 -1.69 -1.00  0.06
H 3.96 -1.44 4.22  0.10
H 4.03 -3.81 3.51  0.10
H 4.74 -1.03 -5.53  0.09
H 1.69 0.64 2.57  0.10
H -1.35 1.97 1.54  0.17
H 2.04 -0.02 -0.09  0.07
H 5.31 -0.60 0.40  0.12
H 0.41 -1.85 -2.64  0.11
H -7.10 3.54 2.16  0.10
H 2.67 -1.26 3.01  0.08
H 3.71 -1.33 0.41  0.12
H 3.62 0.14 3.55  0.08
H -6.23 5.94 -4.52  0.08
H 5.48 -1.46 -2.59  0.12
H -6.85 4.37 -3.98  0.08
H -5.63 3.64 1.16  0.06
H -8.34 6.24 -3.23  0.13
H 4.28 -4.47 1.88  0.09
H 6.10 -2.01 -4.96  0.09
H -1.48 -5.26 1.65  0.08
H -1.60 -3.79 2.59  0.11
H -6.31 5.11 1.90  0.10

Properties
largest force on an atom = 0.0272 hartree/bohr
HOMO = -11.29 eV
net charge = +1

---

- HOMO of number 2 (C5H5NO)?
  -11.13 eV